ORCA calculation (wB97M-V/def2-TZVPD) on a cluster of 3 separate species, C32H44F4O7SSi in total in a non-equilibrium geometry.

Computed properties:
E_HOMO = -8.8859 eV
2S+1 = 1
Frontier orbital gap = 7.492 eV
SMILES = Cc1cccc(CC2=C(S(=O)(=O)F)C(=O)c3c(CCC(F)(F)F)ccc(CCO[Si](C)(C)C)c3C2=O)c1.CC(C)O.CC(C)O
Net charge = 0
Total energy = -2859.500327 Ha

```
89
C32H44F4O7SSi | the OMol25 dataset | wB97M-V/def2-TZVPD
C 2.39 -3.41 2.00
C 3.16 -3.31 0.62
C 4.36 -4.17 0.50
C 5.06 -4.11 -0.79
C 4.61 -3.23 -1.88
C 3.43 -2.37 -1.76
C 2.97 -1.40 -2.92
C 2.46 -0.08 -2.28
C 3.32 0.85 -1.76
S 5.13 0.69 -1.74
O 5.80 1.97 -1.58
O 5.51 -0.13 -0.59
F 5.70 0.05 -3.15
C 2.74 2.15 -1.07
O 3.23 3.24 -1.19
C 1.43 1.89 -0.26
C 1.20 2.59 0.99
C 2.16 3.61 1.66
C 3.62 3.09 1.92
C 3.76 2.17 3.18
F 5.07 1.69 3.18
F 2.87 1.12 3.16
F 3.62 2.90 4.34
C -0.07 2.25 1.70
C -1.00 1.28 1.14
C -0.76 0.56 -0.15
C -1.80 -0.48 -0.68
C -3.16 0.24 -1.10
O -3.78 0.92 0.00
Si -5.15 0.08 0.61
C -6.74 0.77 -0.23
C -5.35 0.47 2.48
C -5.03 -1.82 0.48
C 0.48 0.89 -0.83
C 0.91 0.19 -2.17
O 0.14 -0.08 -3.05
C 2.72 -2.44 -0.47
H 2.85 -4.19 2.65
H 1.33 -3.68 1.74
H 2.41 -2.44 2.57
H 4.71 -4.83 1.33
H 5.97 -4.76 -0.88
H 5.25 -3.26 -2.80
H 3.77 -1.26 -3.69
H 2.08 -1.88 -3.43
H 1.72 3.84 2.68
H 2.11 4.57 1.09
H 4.09 2.53 1.07
H 4.29 3.98 2.10
H -0.31 2.71 2.69
H -1.93 1.06 1.71
H -1.45 -1.02 -1.59
H -1.99 -1.27 0.10
H -3.85 -0.47 -1.64
H -2.88 1.03 -1.87
H -6.40 1.54 -0.97
H -7.40 1.28 0.53
H -7.27 -0.09 -0.72
H -6.29 -0.02 2.88
H -5.38 1.58 2.65
H -4.49 0.06 3.08
H -3.96 -2.14 0.56
H -5.52 -2.19 -0.47
H -5.56 -2.23 1.40
H 1.81 -1.83 -0.26
C -8.61 -3.03 5.40
C -7.52 -2.04 5.00
C -7.41 -0.90 6.00
O -7.81 -1.52 3.70
H -9.59 -2.53 5.43
H -8.68 -3.84 4.67
H -8.41 -3.46 6.38
H -6.56 -2.56 4.93
H -8.35 -0.34 6.05
H -6.63 -0.20 5.69
H -7.18 -1.27 7.00
H -8.65 -1.06 3.75
C 4.99 1.54 -7.29
C 4.72 2.54 -6.17
C 6.02 3.17 -5.67
O 4.07 1.89 -5.09
H 5.62 0.72 -6.93
H 4.05 1.09 -7.63
H 5.48 2.02 -8.14
H 4.05 3.32 -6.53
H 6.69 2.41 -5.26
H 5.81 3.88 -4.87
H 6.54 3.70 -6.48
H 4.65 1.19 -4.76
```